This record from the Open Molecules 2025 dataset describes 18 unconnected molecules or ions with the total composition C57H163N13O18. The level of theory is the ωB97M-V functional and the def2-TZVPD basis.

Each line ends with the Löwdin charge.
Cartesian coordinates (Å):
1 C -2.36757 1.58855 3.58058  -0.052
2 C -2.82267 1.43449 5.02449  -0.441
3 C -1.63031 1.46181 6.00022  -0.185
4 O -0.73775 0.38998 5.81682  -0.226
5 C -1.10962 -0.87745 6.31815  -0.076
6 N -3.70715 2.55488 5.34564  0.044
7 H -1.57673 0.88007 3.33078  0.067
8 H -1.92676 2.58517 3.48238  0.079
9 H -3.21377 1.51346 2.89697  0.060
10 H -3.34616 0.47180 5.09552  0.116
11 H -1.99964 1.59901 7.02128  0.127
12 H -1.13302 2.40314 5.75219  0.125
13 H -0.42594 -1.60643 5.88591  0.084
14 H -2.15617 -1.15593 6.16714  0.071
15 H -1.01031 -0.92144 7.41075  0.097
16 H -4.19472 2.38103 6.22076  0.075
17 H -4.45894 2.50785 4.66234  0.069
18 C 2.01111 4.69335 -7.31644  -0.060
19 C 0.58183 5.14485 -7.03394  -0.424
20 C 0.13590 4.75587 -5.62026  -0.195
21 O -0.00746 3.34457 -5.61823  -0.194
22 C -0.46693 2.78011 -4.41137  -0.090
23 N 0.56514 6.59557 -7.21330  0.023
24 H 2.25456 4.71105 -8.37830  0.076
25 H 2.12093 3.65241 -7.00157  0.067
26 H 2.77733 5.26268 -6.78796  0.080
27 H -0.10662 4.69461 -7.74894  0.142
28 H -0.80355 5.24671 -5.34465  0.120
29 H 0.89557 4.99092 -4.86247  0.114
30 H 0.19490 3.18501 -3.63693  0.060
31 H -0.34201 1.69805 -4.36852  0.077
32 H -1.52333 2.97810 -4.20995  0.073
33 H 1.13372 7.00140 -6.47301  0.068
34 H -0.34336 7.01317 -7.02962  0.066
35 C -0.86520 -0.04143 -1.44935  -0.028
36 C -0.08728 0.85600 -0.49639  -0.388
37 C 1.15769 0.16256 0.08104  -0.186
38 O 0.89109 -1.13516 0.58128  -0.231
39 C 0.07335 -1.18607 1.74164  -0.056
40 N 0.28746 2.10500 -1.18316  0.066
41 H -0.30524 -0.29988 -2.35644  0.066
42 H -1.76202 0.40628 -1.88006  0.060
43 H -1.11346 -0.97459 -0.94191  0.082
44 H -0.80750 1.11235 0.28940  0.100
45 H 1.55719 0.81097 0.87150  0.092
46 H 1.90476 0.05665 -0.70901  0.117
47 H -0.17975 -2.20115 2.04657  0.069
48 H -0.85035 -0.62249 1.60261  0.074
49 H 0.69573 -0.82727 2.56821  0.073
50 H 1.02641 2.55740 -0.64467  0.047
51 H 0.81234 1.72856 -1.97854  0.033
52 C 1.06708 3.31875 2.33401  -0.044
53 C 2.46027 2.98314 1.79633  -0.394
54 C 3.33979 4.23722 1.92081  -0.183
55 O 4.67261 3.82254 1.67723  -0.232
56 C 5.58873 4.87073 1.89315  -0.097
57 N 2.95413 1.91377 2.68007  0.068
58 H 0.31944 2.59158 2.00944  0.062
59 H 0.68584 4.26909 1.94286  0.083
60 H 1.01026 3.42978 3.41772  0.079
61 H 2.42735 2.63379 0.76403  0.099
62 H 3.19231 4.65627 2.92066  0.126
63 H 3.02090 4.95489 1.15932  0.121
64 H 5.56413 5.23746 2.92344  0.091
65 H 5.43757 5.69523 1.19076  0.095
66 H 6.61220 4.52401 1.74077  0.090
67 H 3.96665 2.04203 2.66311  0.067
68 H 2.76214 2.05551 3.67114  0.038
69 C -6.72878 4.79430 -2.59321  -0.059
70 C -7.09936 3.32759 -2.78555  -0.426
71 C -5.96448 2.34217 -2.48969  -0.225
72 O -4.86821 2.47248 -3.33070  -0.171
73 C -3.84893 1.53496 -3.03837  -0.144
74 N -8.29820 3.03941 -1.96573  0.039
75 H -5.97321 5.05442 -3.33727  0.073
76 H -6.21839 4.92532 -1.63238  0.069
77 H -7.55442 5.49955 -2.64757  0.079
78 H -7.35785 3.22528 -3.84363  0.136
79 H -6.41843 1.34165 -2.54557  0.122
80 H -5.66464 2.49805 -1.44083  0.119
81 H -3.13082 1.39268 -3.84751  0.081
82 H -4.32867 0.54800 -3.02502  0.077
83 H -3.34954 1.85436 -2.12165  0.066
84 H -8.02404 3.34691 -1.03268  0.065
85 H -8.35796 2.02818 -1.85518  0.061
86 C -0.91751 -4.38069 -4.37036  -0.053
87 C -0.34112 -5.60208 -3.66040  -0.436
88 C -0.90758 -5.89209 -2.31193  -0.208
89 O -0.86118 -4.74863 -1.48558  -0.227
90 C -1.36283 -4.91946 -0.16688  -0.073
91 N -0.54394 -6.71744 -4.59873  0.037
92 H -0.60022 -3.50842 -3.79778  0.053
93 H -2.00344 -4.45582 -4.40246  0.092
94 H -0.44640 -4.29851 -5.34766  0.081
95 H 0.73517 -5.44091 -3.51209  0.117
96 H -0.42871 -6.74140 -1.80713  0.130
97 H -1.95825 -6.20912 -2.38912  0.132
98 H -1.25743 -4.00284 0.40825  0.076
99 H -0.93932 -5.77500 0.36043  0.075
100 H -2.44264 -5.08707 -0.23513  0.096
101 H -0.07814 -7.56416 -4.29561  0.070
102 H -0.26235 -6.49289 -5.53873  0.063
103 C 1.86078 -4.07299 5.85892  -0.037
104 C 2.74695 -3.98072 4.62389  -0.379
105 C 3.07492 -5.31876 3.94794  -0.188
106 O 4.00394 -5.13504 2.89978  -0.196
107 C 4.49905 -6.34071 2.39515  -0.117
108 N 2.02679 -3.17961 3.62309  0.058
109 H 0.82453 -4.31925 5.62056  0.069
110 H 1.90782 -3.11539 6.37851  0.061
111 H 2.15622 -4.81785 6.60151  0.083
112 H 3.65560 -3.43086 4.88105  0.118
113 H 2.18710 -5.81625 3.53985  0.119
114 H 3.48865 -6.03381 4.67098  0.126
115 H 3.67163 -6.92390 1.97175  0.092
116 H 5.03926 -6.94422 3.13179  0.089
117 H 5.17816 -6.07405 1.58525  0.089
118 H 2.65502 -2.96813 2.85656  0.060
119 H 1.63140 -2.29913 3.93718  0.045
120 C 4.17912 -0.47914 5.44850  -0.049
121 C 2.75650 -0.20198 5.88661  -0.387
122 C 2.59890 1.16255 6.53658  -0.190
123 O 2.91654 2.28388 5.71296  -0.221
124 C 2.76786 3.54414 6.30492  -0.102
125 N 1.90618 -0.26308 4.66950  0.067
126 H 4.39249 -1.47452 5.07346  0.058
127 H 4.82334 -0.28051 6.31437  0.085
128 H 4.56180 0.28587 4.76864  0.076
129 H 2.44350 -0.90903 6.65730  0.127
130 H 3.09826 1.22614 7.51373  0.129
131 H 1.54996 1.31947 6.82360  0.115
132 H 3.42310 3.70329 7.16544  0.091
133 H 1.73188 3.65347 6.65090  0.090
134 H 2.93197 4.32171 5.56099  0.081
135 H 0.93847 -0.01407 4.86764  0.049
136 H 2.28468 0.47119 4.08957  0.024
137 C -5.32496 -0.04094 -5.26128  -0.052
138 C -4.58095 -0.97892 -6.24154  -0.406
139 C -3.31728 -1.64363 -5.72114  -0.207
140 O -2.34179 -0.62914 -5.53647  -0.191
141 C -1.08009 -1.13008 -5.09885  -0.102
142 N -5.52960 -2.02919 -6.69211  0.022
143 H -6.16004 0.45737 -5.75031  0.084
144 H -4.65315 0.72769 -4.87125  0.036
145 H -5.67369 -0.63850 -4.41613  0.081
146 H -4.28065 -0.43046 -7.13685  0.140
147 H -2.93589 -2.35278 -6.45989  0.128
148 H -3.50438 -2.13654 -4.75853  0.128
149 H -0.78037 -2.03759 -5.62419  0.071
150 H -1.11580 -1.38772 -4.03829  0.067
151 H -0.37921 -0.32338 -5.29434  0.078
152 H -5.76008 -2.54953 -5.84730  0.064
153 H -6.40558 -1.57030 -6.91881  0.061
154 C 2.62631 -4.10521 0.04216  -0.040
155 C 2.71937 -3.43448 -1.33343  -0.376
156 C 3.38050 -4.36111 -2.37612  -0.176
157 O 4.62127 -4.87376 -1.92728  -0.194
158 C 5.67672 -3.92725 -1.90382  -0.085
159 N 1.40908 -2.93064 -1.74393  0.083
160 H 3.65661 -4.34287 0.31294  0.070
161 H 2.02279 -5.01553 0.06283  0.091
162 H 2.18565 -3.41925 0.76562  0.054
163 H 3.39111 -2.57655 -1.23359  0.104
164 H 3.50970 -3.82745 -3.32111  0.103
165 H 2.76937 -5.24974 -2.54064  0.118
166 H 5.41134 -3.03999 -1.32538  0.069
167 H 5.95825 -3.67014 -2.92926  0.091
168 H 6.51288 -4.42574 -1.41593  0.091
169 H 0.68818 -3.64559 -1.63528  0.059
170 H 1.05684 -2.28755 -1.04505  0.056
171 C -2.81719 5.10504 -2.46327  -0.034
172 C -2.09592 5.18956 -1.11263  -0.412
173 C -2.62416 4.20522 -0.09315  -0.209
174 O -3.99009 4.43486 0.15236  -0.186
175 C -4.55442 3.56701 1.09797  -0.100
176 N -0.64437 4.99964 -1.24111  0.051
177 H -2.33167 5.81530 -3.13382  0.074
178 H -3.84330 5.43057 -2.28211  0.063
179 H -2.84274 4.10028 -2.88208  0.053
180 H -2.25141 6.19597 -0.71396  0.139
181 H -2.04031 4.31268 0.82972  0.124
182 H -2.45355 3.18372 -0.46301  0.112
183 H -4.51464 2.53379 0.72618  0.047
184 H -5.57794 3.88145 1.28479  0.095
185 H -3.93434 3.58799 2.00309  0.076
186 H -0.39631 5.52257 -2.07945  0.056
187 H -0.44849 4.05186 -1.56946  0.016
188 C -4.74985 -1.84468 3.49777  -0.048
189 C -3.35984 -2.41528 3.66195  -0.423
190 C -3.22923 -3.34524 4.86296  -0.194
191 O -3.86385 -2.81476 6.02563  -0.203
192 C -3.68250 -3.64454 7.13500  -0.133
193 N -2.94357 -3.11491 2.44239  0.063
194 H -5.54556 -2.58876 3.57464  0.086
195 H -4.88433 -1.37000 2.52601  0.057
196 H -4.95572 -1.06510 4.23471  0.068
197 H -2.66425 -1.57436 3.80252  0.120
198 H -2.16382 -3.46627 5.07727  0.106
199 H -3.69399 -4.31258 4.64482  0.132
200 H -4.12561 -4.63020 6.95388  0.088
201 H -4.10336 -3.24184 8.05612  0.087
202 H -2.64206 -3.84758 7.42449  0.084
203 H -2.92286 -2.44107 1.67619  0.031
204 H -2.00383 -3.48901 2.57012  0.014
205 C 4.71077 0.24142 -2.05032  -0.035
206 C 4.64644 1.04375 -0.75033  -0.396
207 C 5.52481 0.41186 0.33436  -0.187
208 O 5.25963 -0.96907 0.52302  -0.173
209 C 4.10640 -1.26013 1.31660  -0.071
210 N 5.00088 2.43619 -1.00052  0.069
211 H 4.31338 -0.75641 -1.87860  0.060
212 H 5.72854 0.23170 -2.44774  0.096
213 H 4.11095 0.76773 -2.79493  0.034
214 H 3.60432 0.99347 -0.41971  0.104
215 H 5.51481 0.97766 1.27212  0.113
216 H 6.56504 0.44643 -0.00662  0.128
217 H 3.15352 -0.78456 1.07224  0.068
218 H 4.33397 -1.12974 2.37312  0.083
219 H 3.86058 -2.31078 1.13795  0.056
220 H 5.07776 2.95377 -0.11347  0.070
221 H 5.96736 2.50575 -1.31897  0.105
222 C -0.71052 -5.65761 3.21676  -0.175
223 O -0.46839 -4.28069 3.28519  -0.200
224 H -0.48298 -6.15252 4.16753  0.080
225 H -1.75963 -5.86724 2.99482  0.082
226 H -0.15849 -6.13639 2.40010  0.064
227 H 0.46939 -4.08306 3.53850  0.026
228 C -3.69907 0.21189 0.17721  -0.147
229 O -3.53265 -1.19880 0.32661  -0.130
230 H -4.55862 0.59949 0.73252  0.070
231 H -2.81591 0.73427 0.54155  0.060
232 H -3.86106 0.47584 -0.87040  0.044
233 H -4.33106 -1.58843 -0.04541  0.097
234 C 2.45045 4.55739 -2.09427  -0.131
235 O 3.70202 4.24233 -2.71029  -0.180
236 H 1.89971 5.18128 -2.79422  0.076
237 H 1.90109 3.61235 -2.01475  0.043
238 H 2.54525 4.99431 -1.09987  0.077
239 H 4.11254 3.54827 -2.14309  0.036
240 C 2.76583 2.29819 -3.93316  -0.120
241 O 2.18453 1.29592 -3.10479  -0.181
242 H 2.85488 3.25161 -3.40804  -0.009
243 H 3.81425 1.99865 -4.03277  0.087
244 H 2.23146 2.46637 -4.86666  0.080
245 H 2.02093 0.45703 -3.56949  0.046
246 C 2.95759 -1.55243 -4.68989  -0.147
247 O 1.73474 -1.31481 -4.02034  -0.173
248 H 2.90536 -2.49401 -5.24209  0.078
249 H 3.10938 -0.77025 -5.43657  0.087
250 H 3.84303 -1.51984 -4.04971  0.064
251 H 1.63171 -1.86242 -3.20412  0.036

E_tot = -4335.3339 Eh
Energy relative to the best compared isomer or geometry (same formula, charge and spin) = 0.00 kcal per mole
LUMO energy = 0.4 eV
Max |F| = 3.3 eV/Å
E_HOMO = -8.69 eV
Multiplicity = 1
HOMO-LUMO gap = 9.0703 eV